Record 1
Density functional theory data (the ωB97M-V functional and the def2-TZVPD basis) for C25H39AsN6O2PPtS5 as an isolated structure at a distorted geometry.

Output
- relative energy (zero: lowest compared OMol25 entry of this formula, charge and spin) (kJ/mol) = 184.2
- charge = +1
- E_HOMO (eV) = -9.2
- lowest unoccupied orbital energy (hartree) = -0.0985

Atoms and positions in Å:
Pt -0.974 0.984 -1.321
C 4.791 -2.994 -0.464
C 3.384 -3.186 0.119
C 2.708 -4.394 -0.553
C 3.512 -3.448 1.619
C 2.521 -1.965 -0.175
C 2.498 -1.405 -1.443
C 1.677 -0.340 -1.726
N 0.844 0.188 -0.815
C 0.851 -0.345 0.425
C 1.678 -1.388 0.776
C -0.163 0.204 1.333
C 0.079 0.463 2.664
C -0.936 0.986 3.466
C -2.163 1.200 2.849
C -2.321 0.935 1.507
N -1.339 0.444 0.748
C -0.693 1.384 4.920
C -0.276 2.868 4.914
C 0.428 0.551 5.549
C -1.969 1.217 5.757
H 5.406 -3.865 -0.227
H 5.275 -2.108 -0.040
H 4.777 -2.887 -1.551
H 3.307 -5.294 -0.387
H 2.606 -4.241 -1.633
H 1.709 -4.564 -0.138
H 4.185 -4.293 1.780
H 2.550 -3.707 2.074
H 3.928 -2.582 2.144
H 3.096 -1.804 -2.249
H 1.662 0.112 -2.708
H 1.621 -1.771 1.788
H 1.070 0.276 3.060
H -3.011 1.580 3.405
H -3.268 1.107 1.012
H 0.627 3.015 4.316
H -0.072 3.204 5.936
H -1.071 3.495 4.497
H 1.407 0.787 5.123
H 0.245 -0.522 5.428
H 0.482 0.764 6.618
H -2.737 1.948 5.489
H -1.735 1.367 6.813
H -2.390 0.214 5.644
S -0.200 2.490 -2.959
As -2.267 2.431 -3.809
S -3.173 1.302 -1.986
S -0.942 -0.437 -3.398
S -2.076 0.439 -4.770
N -4.513 3.870 0.959
C -3.315 4.584 1.453
P -2.141 4.508 0.090
O -2.795 4.915 -1.197
O -1.320 3.240 0.138
C -0.823 5.764 0.292
N -0.042 5.472 -0.986
H -5.141 3.638 1.715
H -3.490 2.321 -1.143
H -5.019 4.446 0.301
H -2.888 4.023 2.285
H -3.502 5.617 1.767
H -0.184 5.584 1.154
H -1.176 6.792 0.270
H 0.120 4.453 -1.045
H 0.829 5.978 -1.087
H -0.661 5.647 -1.781
C -0.986 -5.933 -6.620
C -0.241 -4.919 -5.800
C 1.106 -4.657 -5.996
C 1.686 -3.678 -5.216
N 1.005 -2.983 -4.298
C -0.282 -3.302 -4.199
S -1.327 -2.397 -3.027
N -0.937 -4.236 -4.878
H -0.365 -6.802 -6.838
H -1.276 -5.485 -7.573
H -1.890 -6.240 -6.101
H 1.681 -5.198 -6.739
H 2.739 -3.433 -5.320

Here are the Löwdin charges for atoms 1 to 2, given in e: number 1, Pt, carries 0.497; number 2, C, carries -0.042

***

Record 2
Density functional theory data (the ωB97M-V functional and the def2-TZVPD basis) for a 12-piece molecular cluster, C40H120N12O12P4S8 overall at a distorted geometry.

Output
- relative energy (zero: lowest compared OMol25 entry of this formula, charge and spin) (kJ/mol) = 448.3
- E_HOMO (eV) = -7.7
- lowest unoccupied orbital energy (hartree) = 0.0022

Atoms and positions in Å:
O -2.912 -5.516 3.600
P -1.815 -5.160 2.700
N -2.287 -4.495 1.190
C -1.292 -4.028 0.178
C -3.698 -4.160 0.973
N -0.778 -6.535 2.305
C -1.058 -7.429 1.155
C -0.134 -7.268 3.437
N -0.774 -3.977 3.385
C -1.136 -3.337 4.630
C 0.512 -3.567 2.820
H -1.394 -4.692 -0.680
H -0.237 -4.163 0.415
H -1.361 -2.943 0.090
H -3.942 -4.760 0.096
H -3.889 -3.092 0.860
H -4.358 -4.431 1.796
H -1.299 -6.893 0.237
H -0.266 -8.165 1.018
H -1.998 -7.936 1.374
H 0.926 -7.416 3.230
H -0.273 -6.606 4.292
H -0.580 -8.251 3.589
H -0.667 -2.364 4.776
H -2.207 -3.144 4.692
H -0.785 -3.925 5.478
H 0.995 -2.835 3.468
H 0.311 -2.972 1.929
H 1.251 -4.343 2.620
O -8.105 1.582 -1.322
P -7.098 2.498 -0.671
N -5.767 1.686 0.062
C -4.447 2.237 0.436
C -5.902 0.321 0.415
N -7.661 3.477 0.713
C -8.917 3.171 1.475
C -6.723 4.521 1.298
N -6.465 3.765 -1.619
C -7.218 4.989 -1.991
C -5.412 3.413 -2.591
H -4.280 3.310 0.338
H -3.653 1.784 -0.157
H -4.186 1.943 1.452
H -6.005 -0.407 -0.390
H -6.851 0.237 0.944
H -5.081 -0.016 1.047
H -9.456 2.412 0.908
H -8.507 2.831 2.425
H -9.667 3.960 1.534
H -6.263 4.130 2.205
H -5.897 4.731 0.618
H -7.185 5.491 1.478
H -7.621 5.334 -1.039
H -6.531 5.762 -2.336
H -8.111 4.768 -2.575
H -4.577 2.971 -2.047
H -5.045 4.285 -3.132
H -5.746 2.654 -3.298
O -4.101 1.945 3.844
P -2.951 1.064 4.266
N -1.403 1.674 3.806
C -1.414 3.028 3.250
C -0.169 0.854 3.572
N -3.054 -0.521 3.635
C -4.171 -1.385 4.073
C -2.459 -0.768 2.275
N -2.723 0.825 6.033
C -1.775 -0.092 6.604
C -3.695 1.148 7.033
H -2.105 3.556 3.907
H -1.694 3.070 2.197
H -0.445 3.508 3.380
H -0.212 -0.118 4.064
H 0.628 1.417 4.059
H 0.172 0.723 2.545
H -4.234 -2.323 3.520
H -4.081 -1.681 5.118
H -5.098 -0.824 3.962
H -1.433 -1.070 2.488
H -2.912 -1.580 1.707
H -2.521 0.107 1.627
H -0.880 -0.257 6.004
H -1.534 0.232 7.616
H -2.335 -1.016 6.743
H -4.338 1.926 6.621
H -3.187 1.521 7.923
H -4.292 0.272 7.283
O 5.108 -4.234 1.929
P 5.373 -4.328 0.479
N 3.980 -4.009 -0.423
C 2.764 -4.882 -0.395
C 3.773 -2.687 -1.081
N 6.157 -5.720 -0.124
C 5.715 -6.477 -1.328
C 7.524 -6.038 0.437
N 6.515 -3.059 0.024
C 6.947 -2.965 -1.401
C 6.797 -1.926 0.921
H 2.167 -4.733 -1.294
H 2.046 -4.513 0.337
H 2.923 -5.884 0.003
H 2.756 -2.661 -1.472
H 4.320 -2.594 -2.020
H 3.890 -1.841 -0.405
H 4.816 -7.075 -1.178
H 5.329 -5.745 -2.037
H 6.392 -7.106 -1.906
H 7.432 -5.709 1.472
H 7.767 -7.101 0.428
H 8.334 -5.505 -0.060
H 8.032 -2.864 -1.417
H 6.604 -3.801 -2.011
H 6.431 -2.110 -1.838
H 5.996 -1.187 0.932
H 7.657 -1.418 0.484
H 7.026 -2.170 1.958
C 8.508 1.510 -1.924
S 6.921 2.366 -1.401
O 7.137 3.665 -2.142
C 6.028 1.163 -2.549
H 9.357 2.112 -1.600
H 8.562 1.526 -3.013
H 8.867 0.534 -1.596
H 6.261 1.443 -3.576
H 4.949 1.317 -2.529
H 6.314 0.121 -2.400
C -4.367 -0.021 -3.298
S -3.392 -1.411 -2.449
O -4.428 -1.974 -1.517
C -3.256 -2.438 -3.980
H -4.797 0.707 -2.610
H -5.136 -0.528 -3.881
H -3.721 0.469 -4.026
H -2.677 -1.964 -4.772
H -4.231 -2.709 -4.386
H -2.614 -3.234 -3.603
C -2.033 3.989 -3.328
S -1.493 5.394 -4.365
O -0.850 4.775 -5.607
C -3.083 5.955 -5.067
H -1.205 3.686 -2.688
H -2.370 3.059 -3.785
H -2.850 4.311 -2.682
H -3.856 5.187 -5.031
H -2.952 6.160 -6.129
H -3.428 6.872 -4.590
C 1.865 0.824 -0.950
S 0.493 -0.395 -0.978
O 0.571 -1.220 0.325
C -0.925 0.776 -0.749
H 1.965 1.355 -1.896
H 2.858 0.406 -0.785
H 1.723 1.551 -0.150
H -1.772 0.107 -0.590
H -1.050 1.455 -1.592
H -0.732 1.288 0.194
C 0.382 1.724 -5.907
S -0.584 0.251 -5.324
O -1.243 0.918 -4.078
C -1.902 0.302 -6.556
H 0.568 1.753 -6.981
H 1.303 1.566 -5.345
H -0.211 2.609 -5.674
H -1.524 0.097 -7.558
H -2.280 1.317 -6.685
H -2.825 -0.234 -6.333
C 4.940 4.572 -4.950
S 3.323 3.834 -5.491
O 3.662 2.400 -5.890
C 2.510 3.579 -3.864
H 4.940 5.658 -4.848
H 5.620 4.341 -5.770
H 5.299 4.052 -4.062
H 1.465 3.272 -3.826
H 2.696 4.468 -3.261
H 2.883 2.729 -3.293
C 5.489 1.247 3.905
S 3.728 0.882 3.823
O 2.846 2.131 3.576
C 3.610 -0.232 2.305
H 5.813 1.615 2.932
H 5.988 0.289 4.048
H 5.740 1.865 4.768
H 2.583 -0.507 2.064
H 4.239 -1.064 2.620
H 4.150 0.245 1.486
C 3.882 4.252 1.602
S 4.062 3.825 -0.173
O 2.693 4.036 -0.781
C 5.092 5.332 -0.632
H 2.881 4.000 1.952
H 3.839 5.333 1.738
H 4.714 3.832 2.166
H 5.026 5.658 -1.670
H 6.127 5.371 -0.292
H 4.683 6.158 -0.051

Here are the Löwdin charges for atoms 1 to 2, given in e: number 1, O, carries -0.287; number 2, P, carries 0.600

***

Record 3
Density functional theory data (the ωB97M-V functional and the def2-TZVPD basis) for a 3-piece molecular cluster, C25H51N2O10P2S overall at a distorted geometry.

Output
- charge = +1
- E_HOMO (eV) = -11.4
- lowest unoccupied orbital energy (hartree) = -0.1454

Atoms and positions in Å:
C 0.632 -0.175 5.504
C -0.825 -0.371 5.030
C -1.232 0.778 4.087
C -2.288 0.367 2.995
C -3.680 1.043 3.177
C -1.750 0.479 1.592
C -1.633 -0.705 0.811
C -2.045 -2.079 1.242
C -1.079 -2.814 2.222
C 0.363 -2.324 2.035
C -1.167 -4.312 1.917
C -1.084 -0.523 -0.458
S -0.847 -1.889 -1.546
C -0.710 0.790 -0.839
C -0.057 1.058 -2.172
C 1.451 0.671 -2.086
C 1.956 -0.169 -3.266
C 1.546 0.444 -4.592
O 2.006 1.462 -4.977
O 0.644 -0.272 -5.348
N -0.870 1.864 -0.117
N -1.395 1.652 1.090
C -1.559 2.908 1.883
C -1.108 4.132 1.088
H 1.259 0.154 4.676
H 0.704 0.506 6.346
H 1.016 -1.154 5.790
H -0.865 -1.343 4.549
H -1.486 -0.335 5.894
H -1.685 1.561 4.693
H -0.333 1.168 3.613
H -2.484 -0.673 3.226
H -3.994 1.623 2.313
H -4.445 0.277 3.300
H -3.706 1.638 4.086
H -2.227 -2.684 0.360
H -3.016 -1.986 1.738
H -1.466 -2.668 3.228
H 1.034 -3.050 2.488
H 0.471 -1.343 2.500
H 0.592 -2.264 0.971
H -0.583 -4.860 2.655
H -0.744 -4.491 0.928
H -2.197 -4.668 1.941
H -1.403 -1.411 -2.669
H -0.567 0.538 -2.978
H -0.091 2.123 -2.383
H 1.661 0.135 -1.160
H 2.048 1.580 -2.049
H 3.045 -0.178 -3.235
H 1.630 -1.205 -3.207
H -0.233 -0.165 -4.964
H -2.597 3.080 2.136
H -0.917 2.889 2.755
H -1.714 4.268 0.197
H -1.251 5.016 1.709
H -0.047 4.091 0.859
C 0.415 9.390 -0.945
O -0.472 8.272 -0.999
P -0.262 7.140 -2.199
O 0.996 6.571 -1.610
O -0.019 8.245 -3.377
C -1.068 9.148 -3.752
O -0.526 5.930 -3.311
C 0.610 5.239 -3.831
H 0.682 9.527 0.102
H 1.315 9.226 -1.532
H -0.096 10.288 -1.295
H -0.650 10.152 -3.810
H -1.884 9.154 -3.028
H -1.452 8.870 -4.733
H 1.028 4.559 -3.091
H 1.368 5.947 -4.162
H 0.255 4.658 -4.682
C 3.096 -8.310 1.442
O 3.496 -7.295 0.516
P 2.443 -6.826 -0.642
O 1.410 -6.082 0.118
O 1.980 -8.353 -1.013
C 2.951 -9.334 -1.395
O 2.255 -6.349 -2.194
C 0.950 -5.942 -2.596
H 3.423 -7.983 2.427
H 2.020 -8.461 1.446
H 3.600 -9.245 1.200
H 2.750 -10.249 -0.839
H 3.969 -9.011 -1.175
H 2.857 -9.542 -2.460
H 0.704 -4.963 -2.187
H 0.208 -6.678 -2.289
H 0.969 -5.874 -3.683

Here are the Löwdin charges for atoms 1 to 2, given in e: number 1, C, carries -0.092; number 2, C, carries -0.227

***

Record 4
Density functional theory data (the ωB97M-V functional and the def2-TZVPD basis) for a 2-piece molecular cluster, C11H21BBr2N2O3PS overall at a distorted geometry.

Output
- charge = -1
- E_HOMO (eV) = -4.3
- lowest unoccupied orbital energy (hartree) = 0.0758

Atoms and positions in Å:
C -0.151 -0.863 2.435
C -0.289 0.238 1.257
P -0.430 -0.724 -0.373
C -1.591 0.329 -1.451
C 1.309 -0.896 -1.206
N 1.359 -2.064 -2.146
C 2.498 -2.992 -1.858
C 0.142 -2.904 -2.105
C -0.966 -2.640 -3.225
O -0.062 -3.842 -1.278
C 1.335 0.486 -2.103
O 2.728 0.905 -2.292
B 3.366 0.363 -1.081
N 4.274 1.259 -0.219
C 3.534 2.100 0.392
S 2.710 3.359 1.103
O 2.455 -0.602 -0.384
H 0.938 -0.967 2.768
H -0.794 -0.515 3.315
H -0.584 -1.884 2.117
H -1.279 0.793 1.474
H 0.532 1.027 1.269
H -2.676 0.012 -1.260
H -1.405 0.157 -2.574
H -1.524 1.458 -1.213
H 2.269 -4.055 -2.245
H 2.758 -3.110 -0.758
H 3.385 -2.634 -2.501
H -0.425 -2.119 -4.098
H -1.883 -2.078 -2.862
H -1.306 -3.661 -3.636
H 0.705 0.436 -3.057
H 0.963 1.334 -1.406
H 4.173 -0.410 -1.557
Br -1.521 1.941 4.664
C -2.901 3.306 4.492
C -3.858 2.978 3.373
Br -3.073 3.367 1.632
H -2.390 4.259 4.357
H -3.419 3.309 5.452
H -4.747 3.610 3.431
H -4.162 1.932 3.358

Here are the natural (NBO) charges for atoms 1 to 2, given in e: number 1, C, carries -0.626; number 2, C, carries -0.712

***

Record 5
Density functional theory data (the ωB97M-V functional and the def2-TZVPD basis) for C27H38BrCl5N2O5Si3V as an isolated structure at a distorted geometry.

Output
- ⟨S²⟩ = 0.782
- relative energy (zero: lowest compared OMol25 entry of this formula, charge and spin) (kJ/mol) = 86.6
- charge = -2
- multiplicity = 2
- E_HOMO (spin up / spin down) (eV) = -1.6 / -1.6
- lowest unoccupied orbital energy (spin up / spin down) (hartree) = 0.1362 / 0.1362

Atoms and positions in Å:
V 0.930 0.377 0.298
Cl 1.878 2.659 0.399
C 1.343 0.494 -1.678
C 0.767 -0.673 -1.374
C 0.749 -1.737 -2.263
Cl 0.067 -3.277 -1.864
C 1.321 -1.523 -3.508
Cl 1.344 -2.793 -4.682
C 1.910 -0.264 -3.828
Cl 2.635 -0.030 -5.383
C 1.928 0.751 -2.894
Cl 2.689 2.281 -3.246
C -0.583 3.460 2.576
O -0.955 2.812 1.378
Si -2.480 2.240 0.998
C -3.526 3.781 0.690
C -3.265 1.514 2.541
C -2.328 1.178 -0.427
Si -2.033 2.009 -1.990
C -1.406 0.955 -3.423
C -0.871 3.470 -1.852
C -3.651 2.708 -2.706
Si -2.975 -0.498 -0.356
C -2.854 -1.432 -1.988
C -4.862 -0.448 -0.084
C -2.323 -1.640 0.980
H -1.164 4.382 2.738
H 0.472 3.722 2.513
H -0.730 2.806 3.445
H -3.584 4.416 1.593
H -4.550 3.486 0.416
H -3.116 4.393 -0.124
H -3.115 2.198 3.389
H -2.813 0.549 2.806
H -4.344 1.375 2.403
H -0.628 0.246 -3.105
H -0.970 1.606 -4.199
H -2.219 0.377 -3.876
H 0.122 3.137 -1.535
H -1.218 4.179 -1.087
H -0.769 4.004 -2.810
H -4.366 1.882 -2.856
H -3.497 3.211 -3.683
H -4.110 3.431 -2.019
H -3.490 -0.962 -2.750
H -3.195 -2.470 -1.844
H -1.827 -1.470 -2.374
H -5.323 0.200 -0.846
H -5.108 -0.036 0.908
H -5.319 -1.455 -0.156
H -1.612 -2.368 0.567
H -3.142 -2.189 1.468
H -1.775 -1.086 1.745
C 4.442 -0.022 2.639
C 3.064 0.065 2.108
N 2.796 0.121 0.838
O 3.869 0.387 -0.005
C 1.901 0.095 2.950
C 1.828 -0.254 4.389
N 0.829 0.370 2.229
O -0.339 0.325 2.632
H 5.153 0.326 1.899
H 4.664 -1.067 2.876
H 4.529 0.564 3.553
H 3.631 1.292 -0.303
H 2.557 -1.028 4.637
H 0.828 -0.639 4.590
H 1.998 0.617 5.029
Br 6.103 -5.505 -1.746
C 4.660 -4.709 -0.775
C 4.275 -3.413 -1.076
C 3.239 -2.841 -0.342
C 2.611 -3.537 0.685
C 3.015 -4.841 0.951
C 4.037 -5.441 0.224
C 1.506 -2.911 1.539
O 1.296 -3.470 2.629
O 0.916 -1.888 1.070
H 4.763 -2.862 -1.870
H 2.913 -1.840 -0.572
H 2.515 -5.373 1.752
H 4.349 -6.457 0.428

Here are the Löwdin charges for atoms 1 to 2, given in e: number 1, V, carries 0.823; number 2, Cl, carries 0.205

***

| no. | E (hartree) |
| --- | --- |
| 1 | -6142.38977 |
| 2 | -7706.63406 |
| 3 | -2925.68514 |
| 4 | -6679.38614 |
| 5 | -8224.92397 |